1.
{"formula": "CH5N3O", "method": "ωB97M-V/def2-TZVPD", "gap_ev": 9.745, "lumo_ev": 1.1, "smiles": "N/N=C/NO", "spin_multiplicity": 1, "de_lowest_kj_mol": 289.07, "max_force_ev_per_a": 3.7, "energy_ev": -7632.6415, "species": ["N", "N", "C", "N", "O", "H", "H", "H", "H", "H"], "coordinates": [[1.987508, -0.663477, -0.280795], [0.834890, 0.009452, 0.002276], [-0.246082, -0.623468, -0.368257], [-1.389184, 0.050913, -0.139284], [-1.343423, 1.165517, 0.690822], [2.507383, -0.787887, 0.607689], [2.601972, 0.029466, -0.805724], [-0.270567, -1.593549, -0.832058], [-2.275818, -0.507488, 0.083494], [-0.371586, 1.497913, 0.554197]], "atomic_forces_ev_per_a": [[3.6, -0.1, -0.9], [-3.2, 0.1, -0.1], [2.0, 1.9, 1.5], [-3.2, -1.6, 0.0], [2.1, 0.9, -0.3], [-0.4, 0.1, -0.6], [-0.8, -1.2, 0.8], [-0.1, -0.3, -0.2], [2.0, 1.2, -0.5], [-2.0, -1.0, 0.4]], "lowdin_charge": [-0.08, -0.13, -0.21, -0.10, -0.08, 0.08, 0.10, 0.12, 0.17, 0.12]}

***

2.
{"formula": "CH5N3O", "method": "ωB97M-V/def2-TZVPD", "gap_ev": 9.019, "lumo_ev": 0.2, "smiles": "[H]/N=N\\O.C=N", "spin_multiplicity": 1, "de_lowest_kj_mol": 460.47, "max_force_ev_per_a": 4.6, "energy_ev": -7630.8651, "species": ["H", "N", "N", "O", "H", "C", "N", "H", "H", "H"], "coordinates": [[1.409812, -0.665179, -1.480663], [1.431416, -0.949184, -0.491694], [1.691466, -0.038795, 0.314111], [1.548053, 1.238791, -0.212760], [1.389593, 1.796608, 0.563615], [-1.888131, -0.049985, 0.309146], [-0.778895, -0.436492, 0.727074], [-2.586001, -0.664428, -0.277093], [-2.177259, 0.999131, 0.432787], [-0.040052, -1.230468, 0.115478]], "atomic_forces_ev_per_a": [[-0.7, 0.6, 0.1], [2.2, 0.7, 0.6], [-1.0, -0.5, -0.6], [0.4, -0.2, -0.5], [0.3, -0.2, 0.0], [-0.5, -0.4, -0.9], [3.1, -1.2, -1.6], [0.2, 0.2, -0.4], [-0.4, -0.2, 0.8], [-3.6, 1.4, 2.5]], "lowdin_charge": [0.09, -0.01, -0.12, -0.05, 0.10, -0.19, -0.04, 0.05, 0.05, 0.11]}

***

Copy entry 2 word for word.
{"formula": "CH5N3O", "method": "ωB97M-V/def2-TZVPD", "gap_ev": 9.019, "lumo_ev": 0.2, "smiles": "[H]/N=N\\O.C=N", "spin_multiplicity": 1, "de_lowest_kj_mol": 460.47, "max_force_ev_per_a": 4.6, "energy_ev": -7630.8651, "species": ["H", "N", "N", "O", "H", "C", "N", "H", "H", "H"], "coordinates": [[1.409812, -0.665179, -1.480663], [1.431416, -0.949184, -0.491694], [1.691466, -0.038795, 0.314111], [1.548053, 1.238791, -0.212760], [1.389593, 1.796608, 0.563615], [-1.888131, -0.049985, 0.309146], [-0.778895, -0.436492, 0.727074], [-2.586001, -0.664428, -0.277093], [-2.177259, 0.999131, 0.432787], [-0.040052, -1.230468, 0.115478]], "atomic_forces_ev_per_a": [[-0.7, 0.6, 0.1], [2.2, 0.7, 0.6], [-1.0, -0.5, -0.6], [0.4, -0.2, -0.5], [0.3, -0.2, 0.0], [-0.5, -0.4, -0.9], [3.1, -1.2, -1.6], [0.2, 0.2, -0.4], [-0.4, -0.2, 0.8], [-3.6, 1.4, 2.5]], "lowdin_charge": [0.09, -0.01, -0.12, -0.05, 0.10, -0.19, -0.04, 0.05, 0.05, 0.11]}

***

What is the formula in the second record?
CH5N3O